Density functional theory data (ωB97M-V with the def2-TZVPD basis set) for C6H74NO31 as an isolated structure in a non-equilibrium geometry.

The geometry in ORCA input format:
```
! RIJCOSX wB97M-V def2-TZVPD def2/J DEFGRID3
* xyz 1 1
O 2.98 -1.14 1.16
O 1.96 -0.63 -3.06
O -0.54 1.40 -5.03
O -0.56 1.75 7.32
O -1.84 -3.87 -1.99
O 0.37 -2.25 3.05
O -3.23 -0.28 -1.77
O 1.49 0.64 -6.11
O 0.84 2.46 1.99
O 0.68 -4.17 -6.20
O -1.58 -2.82 0.96
O 0.70 4.64 3.90
O 3.96 -2.92 -2.75
O 2.49 -3.53 -0.49
O -1.12 3.63 -0.42
O 1.68 0.11 3.22
O 1.08 -1.72 -7.20
O -2.03 4.94 2.48
O -2.94 -3.31 3.29
O -2.03 -1.62 5.54
O 0.13 4.13 6.26
O 3.45 1.95 -2.96
O -4.34 4.25 3.86
O -4.89 1.94 1.99
O -4.31 -0.47 0.71
O 3.27 -4.76 -5.02
O -3.03 2.70 -2.29
O -0.88 1.71 2.62
O 4.20 0.36 -5.15
O 4.29 -0.52 -1.25
O 0.53 -0.28 5.37
N -0.81 -0.65 -0.39
C -1.47 0.75 1.63
C 0.42 -1.09 -1.13
C -0.35 0.40 0.53
C 0.83 -0.20 -2.30
C 1.81 -1.85 -3.73
C -1.69 1.71 3.79
H 1.71 -4.01 -0.59
H 4.88 -3.07 -2.48
H -2.34 1.21 1.15
H 1.24 -0.23 -6.30
H 1.17 0.38 5.14
H -1.46 -4.24 -2.74
H -5.31 -0.53 0.36
H -5.57 1.59 2.56
H 1.11 -1.00 5.88
H 2.88 -5.36 -4.62
H -0.01 1.07 6.81
H 0.18 1.05 -5.48
H -2.53 -2.86 2.57
H 1.81 -0.27 2.29
H 3.73 1.53 -3.92
H -1.11 -1.51 0.16
H 3.68 -4.20 -4.46
H -0.02 0.14 -2.75
H -0.87 -2.93 1.61
H 1.02 3.88 3.59
H 0.83 -2.83 3.50
H -3.23 1.84 -1.73
H 2.60 -1.95 0.71
H 3.13 -3.62 -1.11
H 4.14 0.98 -5.98
H -1.21 0.99 -5.60
H -1.55 5.69 2.93
H -3.74 -0.36 -1.05
H -0.27 2.57 6.97
H 1.88 -2.71 -2.87
H -3.78 4.46 4.57
H 1.24 -1.01 -0.52
H -0.76 4.51 6.33
H -1.73 -0.29 2.01
H 0.51 0.17 1.07
H 1.59 -4.47 -5.98
H -3.66 -0.62 -2.59
H -2.12 2.70 -2.32
H 3.95 -2.03 -2.66
H 0.50 4.63 7.10
H 3.90 -0.02 -2.01
H 0.89 -2.31 -6.55
H 2.45 0.46 -6.04
H -1.11 2.45 4.54
H -2.74 -2.97 4.10
H -2.61 2.16 3.55
H -1.36 -0.99 5.57
H -3.94 3.90 2.98
H -2.87 -1.16 5.67
H 3.72 -1.24 1.59
H 1.42 0.79 2.82
H 2.50 -1.93 -4.53
H -0.08 1.34 0.07
H 3.00 2.89 -3.21
H 0.98 3.14 1.23
H 1.05 -1.88 -4.46
H 0.67 -4.41 -7.03
H -1.56 -3.63 0.46
H 4.99 -0.40 -5.20
H 0.43 4.28 4.61
H 1.36 0.68 -1.86
H -1.67 0.80 4.24
H 0.36 -1.87 -7.83
H -2.02 -4.46 -1.23
H 0.00 2.27 2.30
H -1.41 4.40 1.95
H -1.73 -0.23 -0.80
H -0.14 3.92 -0.35
H 0.52 -1.41 3.55
H 0.22 -2.01 -1.53
H -1.34 4.48 -0.80
H -5.37 2.28 1.31
H 3.75 -0.31 -0.44
H -4.35 0.24 1.40
*
```

Energy relative to the best compared isomer or geometry (same formula, charge and spin) = 3.7859 eV
HOMO energy = -12.4 eV
Frontier orbital gap = 9.907 eV
Electronic energy = -72367.886 eV



Density functional theory data (ωB97M-V with the def2-TZVPD basis set) for a 8-piece molecular cluster, C13H30Cl4F9N3O7S overall in a non-equilibrium geometry.

The geometry in ORCA input format:
```
! RIJCOSX wB97M-V def2-TZVPD def2/J DEFGRID3
* xyz 2 1
Cl 6.56 2.72 7.88
Cl -6.33 -5.39 -3.30
Cl -5.49 -4.78 0.86
Cl 3.64 0.62 7.41
S 1.66 -3.43 1.15
F -3.79 5.56 -10.47
F -3.38 6.64 0.18
F -1.72 5.47 -0.53
F 2.00 -1.00 -0.22
F -2.40 5.19 1.50
F -0.08 -1.53 0.25
F -4.48 4.26 -11.98
F 1.02 -2.50 -1.33
F -2.39 4.09 -11.43
O 0.53 -4.42 1.17
O -4.99 3.42 -9.23
O 1.87 -2.84 2.44
O -0.07 7.08 1.26
O -1.81 8.50 0.83
O -2.94 2.40 -9.64
O 2.90 -3.98 0.62
N 2.62 -4.68 7.36
N 8.12 -5.63 2.17
N -0.20 -9.39 3.34
C -1.22 7.23 0.90
C -3.68 4.33 -11.00
C 1.11 -1.96 -0.10
C -1.35 1.10 -8.33
C -2.22 6.09 0.52
C -5.62 -5.51 -0.71
C -3.96 3.30 -9.89
C -1.22 9.69 1.07
C -2.88 1.42 -8.61
C -1.72 10.19 2.43
C 5.21 0.77 6.44
C -5.98 -4.44 -1.82
C 6.43 1.07 7.31
H -0.38 -8.48 2.94
H 6.63 0.47 8.20
H -6.33 -6.33 -0.60
H -5.20 -3.72 -2.08
H -6.87 -3.92 -1.47
H 7.32 1.03 6.68
H -0.74 1.75 -7.71
H 2.34 -3.98 8.03
H 5.13 1.44 5.58
H 3.61 -4.76 7.15
H -4.66 -6.00 -0.88
H 8.11 -6.64 2.19
H 9.05 -5.24 2.14
H 2.15 -5.53 7.63
H -2.78 9.95 2.56
H -0.13 9.71 0.99
H -1.61 11.27 2.44
H -3.48 1.76 -7.77
H -1.49 10.47 0.36
H -0.98 -10.01 3.13
H 7.80 -5.55 3.13
H -1.27 0.13 -7.83
H -0.28 -9.19 4.32
H 7.38 -5.25 1.59
H -3.38 0.50 -8.91
H 2.19 -4.40 6.49
H 5.34 -0.21 5.98
H -1.26 9.76 3.32
H 0.72 -9.75 3.12
H -0.69 1.05 -9.19
*
```

Energy relative to the best compared isomer or geometry (same formula, charge and spin) = 5.5665 eV
HOMO energy = -11.8 eV
Frontier orbital gap = 5.124 eV
Electronic energy = -118133.083 eV